Molecular formula: C28H27AsBF4MoN3OSSe
Method: DFT, ωB97M-V with the def2-TZVPD basis set

Element x y z (Å)
Mo1 0.30930 -0.28396 -0.89224
Se1 -1.69556 -1.64504 -1.24893
As1 -1.07538 1.48414 0.40274
S1 2.30093 -1.22482 -1.62710
F1 -2.59797 1.07005 -2.44879
F2 0.38115 0.53313 -2.57944
F3 -2.36059 0.06650 -4.47695
F4 -2.28106 2.35265 -4.30606
O1 0.96612 -1.13570 0.78497
N1 -0.51313 -3.46306 -3.13747
N2 2.20326 -1.61266 0.97725
N3 -0.56829 -4.31077 -1.14612
C1 1.82781 1.59757 1.10770
C2 -0.82316 -3.20950 -1.86247
C3 3.82599 -2.43850 2.44066
C4 -2.03424 3.08411 0.10211
C5 -3.54298 4.73057 0.96734
C6 -0.82666 -4.50496 0.28998
C7 -1.23784 0.95732 2.20874
C8 3.50247 2.64362 -0.26057
C9 3.12675 1.99697 0.92625
C10 2.99933 -1.72079 -0.09807
C11 -0.97303 1.41008 4.55058
C12 -0.82445 1.81351 3.23184
C13 -1.81344 -0.27809 2.49136
C14 -0.07695 -5.28700 -1.98970
C15 2.56231 -1.94795 2.23245
C16 -1.94945 3.76747 -1.11314
C17 4.70207 -2.57260 1.35713
C18 -2.85070 3.53644 1.13795
C19 -1.96671 -0.66547 3.81721
C20 -2.64446 4.95413 -1.26015
C21 4.28882 -2.21359 0.08715
C22 2.57292 2.89348 -1.26385
C23 -3.43254 5.43719 -0.21909
C24 1.25794 2.50579 -1.09177
C25 0.84745 1.85274 0.10238
C26 -1.54189 0.17470 4.84026
C27 -0.68476 -2.54151 -4.28186
C28 -0.04213 -4.75657 -3.23392
B1 -2.43240 1.16963 -3.76558
H1 -0.03414 -5.12218 0.70416
H2 -2.16641 -0.92215 1.69453
H3 4.12529 -2.70903 3.44370
H4 4.52822 2.96560 -0.39052
H5 4.94395 -2.29789 -0.76951
H6 0.54315 2.72786 -1.86631
H7 -2.95677 2.98050 2.05747
H8 1.52314 1.13993 2.04086
H9 -1.67216 -0.12571 5.87131
H10 -0.37127 -1.54097 -3.99759
H11 -0.84077 -3.53671 0.78456
H12 -4.17474 5.09964 1.76366
H13 -1.37648 3.38788 -1.94264
H14 0.19068 -6.26804 -1.63700
H15 -0.66359 2.06748 5.35210
H16 5.70308 -2.95195 1.51152
H17 1.81013 -1.79550 2.99299
H18 -0.06495 -2.89837 -5.09870
H19 -1.78497 -5.00106 0.42798
H20 3.85375 1.84635 1.71344
H21 -2.58369 5.49841 -2.19304
H22 -0.40860 2.78866 3.00852
H23 -3.97572 6.36395 -0.34417
H24 -1.72666 -2.52553 -4.59154
H25 0.26475 -5.18584 -4.17202
H26 -2.43811 -1.61034 4.05261
H27 2.86804 3.40574 -2.16912

Summary:
HOMO-LUMO gap (alpha / beta), eV: 5.385 / 5.877
Spin multiplicity: 2
<S²>: 0.780
Charge: +3

Molecular formula: C28H27Br2N3ORhS
Method: DFT, ωB97M-V with the def2-TZVPD basis set

Element x y z (Å)
Rh1 -0.82207 -0.74168 1.09862
Br1 -1.05864 -3.24677 1.11686
Br2 -2.91833 1.30123 -0.97479
S1 -0.56713 1.45849 1.48282
O1 1.26826 -0.96410 0.89523
N1 -0.90098 -0.66818 -0.90934
N2 1.29707 3.21679 0.96371
N3 1.93130 1.17408 0.25558
C1 3.21395 -0.73107 -0.38759
C2 -5.53042 -0.75572 2.32826
C3 -2.95959 -3.19270 1.30353
C4 -0.02796 -1.49500 -1.52853
C5 -1.45156 0.19857 -3.05790
C6 -2.78071 -0.70096 1.59563
C7 -3.64206 -4.36700 1.25542
C8 1.00233 1.92410 0.85195
C9 -5.63123 -3.16883 1.84943
C10 0.37373 4.22932 1.48460
C11 -5.02792 -4.34460 1.51261
C12 4.00317 0.04560 -1.23263
C13 0.21234 -1.50849 -2.88744
C14 -1.62113 0.15999 -1.68266
C15 0.48446 4.40054 2.99192
C16 1.25354 -2.43182 -3.45239
C17 2.04205 -0.14207 0.32492
C18 -4.80688 0.39349 2.41604
C19 5.04780 -0.53314 -1.93514
C20 2.62158 3.71619 0.56464
C21 5.32185 -1.88666 -1.78580
C22 -3.44939 0.41489 2.02890
C23 -3.51968 -1.93256 1.59115
C24 2.65245 4.11015 -0.90271
C25 -0.52633 -0.62580 -3.66313
C26 4.54748 -2.66300 -0.93349
C27 3.49253 -2.08889 -0.24217
C28 -4.90327 -1.95490 1.91462
H1 3.62242 4.53723 -1.15661
H2 2.47998 3.23623 -1.53036
H3 -6.68772 -3.14492 2.08469
H4 2.24053 -2.18004 -3.05950
H5 -0.19307 5.18521 3.32744
H6 -5.27358 1.31023 2.75167
H7 3.35819 2.94590 0.77445
H8 1.04528 -3.46790 -3.18414
H9 -2.05315 0.88474 -3.63393
H10 -0.64103 3.96552 1.19181
H11 1.88827 4.85512 -1.12936
H12 2.83531 4.57254 1.20452
H13 0.53274 -2.15178 -0.88545
H14 0.22459 3.47875 3.51160
H15 -0.38401 -0.58506 -4.73565
H16 -2.95358 1.37692 2.04310
H17 3.78420 1.09942 -1.33429
H18 6.14414 -2.33482 -2.32784
H19 0.62360 5.16118 0.97630
H20 -3.13442 -5.29802 1.04435
H21 -5.59213 -5.26542 1.46739
H22 1.28739 -2.36187 -4.53762
H23 2.88837 -2.68554 0.42794
H24 1.49734 4.68345 3.28023
H25 -6.58331 -0.77474 2.57926
H26 4.76836 -3.71437 -0.80596
H27 5.65464 0.07257 -2.59482

Summary:
HOMO-LUMO gap, eV: 6.551
Charge: +1

Molecular formula: C28H27Cl3N3O3RuS2
Method: DFT, ωB97M-V with the def2-TZVPD basis set

Element x y z (Å)
Ru1 -0.67697 -0.88737 -1.07052
Cl1 0.48985 -2.33298 -2.56071
Cl2 -1.70744 -0.13695 -3.58254
Cl3 -3.27592 -5.09103 -5.33763
S1 -2.77369 -0.97300 -0.31857
S2 -3.36162 0.27839 2.32441
O1 2.00507 -3.81947 -0.69466
O2 -0.21650 1.24694 -0.62216
O3 2.33513 0.57148 -5.27329
N1 1.09626 2.56964 -1.87887
N2 -1.03655 -0.79618 1.75372
N3 -0.13071 -1.55973 0.96436
C1 1.38955 3.83378 -2.54754
C2 3.49470 -5.57463 1.98939
C3 -0.17630 1.37714 5.62398
C4 -2.39762 -3.82207 -4.66221
C5 -0.00617 2.34864 -1.16022
C6 -1.79542 -1.78560 -4.07569
C7 0.68470 -2.16646 1.79844
C8 -0.00794 2.17771 2.97935
C9 -0.96569 3.49562 -0.96407
C10 -1.18880 -3.98719 -3.92087
C11 1.12703 2.19226 3.78006
C12 -2.77983 -2.44597 -4.73300
C13 1.82630 -4.01748 2.84996
C14 0.54038 4.03575 -3.80003
C15 1.82812 -0.25569 -4.70672
C16 0.77800 -1.58452 3.20780
C17 -1.30711 1.36841 4.82337
C18 -1.23310 1.77275 3.49396
C19 1.60455 -3.36056 1.64670
C20 3.25343 -5.06098 0.75316
C21 -0.78688 -2.72732 -3.60009
C22 1.04448 1.79363 5.10535
C23 -0.91744 3.63958 -3.57087
C24 2.72030 -5.07983 3.04302
C25 -1.50092 4.16644 -2.25938
C26 2.25369 -4.02785 0.49466
C27 -2.20589 -0.58935 1.29641
C28 -2.46145 1.83096 2.63376
H1 -1.78680 3.09326 -0.37368
H2 1.92418 1.81239 5.73519
H3 3.73728 -5.43336 -0.13951
H4 1.72779 1.78937 -1.97944
H5 1.78887 -1.71139 3.58744
H6 -1.52256 4.00210 -4.40241
H7 2.81068 -5.49328 4.03817
H8 -3.23350 2.43753 3.11245
H9 -1.33349 5.24373 -2.20157
H10 1.21514 4.64320 -1.83703
H11 0.55508 -0.52633 3.18970
H12 2.07379 2.51901 3.36916
H13 -3.66672 -2.04802 -5.19466
H14 0.05741 2.48152 1.93933
H15 -2.58143 4.02957 -2.28222
H16 -1.00584 2.54984 -3.59484
H17 4.21919 -6.36185 2.14449
H18 -0.70041 -4.92113 -3.70059
H19 2.45277 3.84793 -2.77843
H20 0.60057 5.09057 -4.07790
H21 0.95330 3.46587 -4.63481
H22 -0.45750 4.23186 -0.33527
H23 1.28925 -3.72392 3.73623
H24 -0.24776 1.06708 6.65846
H25 0.06408 -2.03831 3.89657
H26 -2.23778 2.29204 1.67117
H27 -2.25719 1.04379 5.23170

Summary:
HOMO-LUMO gap (alpha / beta), eV: 7.296 / 6.063
Spin multiplicity: 5
<S²>: 6.074
Charge: +1

The records above yield total energy values of -6849.81963, -6979.28293, -3744.60002 a.u., respectively.
The records above yield energy above the lowest of the compared OMol25 structures with the same formula, charge and spin values of 6.89, 18.48, 83.29 kcal per mole, respectively.
The records above yield largest force on an atom values of 0.65, 0.32, 1.48 eV/Å, respectively.